57
Properties=species:S:1:pos:R:3:forces:R:3 method="wB97M-V/def2-TZVPD" e_above_lowest_kj_mol=691.0 homo_lumo_gap_ev=6.8 total_charge=+1 e_homo_ev=-12.8 total_energy_ha=-3992.561071
Na 0.468255 2.120673 -3.228915 -0.269 0.174 -0.322
Sn 3.845650 -1.124253 -1.340143 -2.580 -1.040 1.346
Sn -1.321507 -1.630479 -2.292273 0.871 1.818 0.062
B 1.128621 0.466156 -1.480699 0.712 -0.472 -0.064
H 1.447216 0.009140 -0.556641 1.602 -1.401 3.690
H 1.657100 1.355079 -1.788560 2.022 3.383 -0.758
H 1.246070 -0.284087 -2.247242 0.673 -2.926 -3.416
H 0.061959 0.610647 -1.405956 -4.225 0.749 0.509
B -1.278485 0.731036 -4.412850 0.182 -0.385 -0.188
H -1.921145 1.495024 -4.822183 -2.599 2.661 -1.172
H -1.636886 -0.218823 -4.778314 -1.434 -4.059 -1.536
H -0.277228 0.877044 -4.787549 4.022 0.304 -1.087
H -1.364277 0.755470 -3.337545 -0.261 0.186 5.015
B 1.764737 -3.163694 -1.839689 -0.413 1.035 0.397
H 2.800417 -3.383761 -2.047454 4.824 -0.726 -0.965
H 1.615473 -2.656686 -0.898999 -0.657 1.755 4.131
H 1.407502 -2.481375 -2.595383 -1.527 3.034 -3.483
H 1.251517 -4.096885 -2.012906 -1.668 -3.540 0.002
As 3.288592 -2.792960 2.770403 1.053 -0.478 0.791
F 3.940014 -4.102662 3.794399 -1.041 1.553 -1.162
F 1.874450 -2.520449 3.850366 1.496 -0.314 -1.699
F 2.767409 -1.440003 1.615700 0.278 -0.622 0.254
F 4.690540 -3.036658 1.651913 -0.889 0.699 0.527
F 2.420831 -3.942829 1.668559 0.526 1.424 1.543
F 4.225653 -1.527440 3.715414 -1.346 -1.702 -1.506
C -5.202943 -1.476081 0.479902 -0.212 1.481 -0.027
C -3.772025 -1.416554 1.035485 -0.361 -0.882 -0.418
N -2.770111 -0.510658 0.398658 0.696 -0.024 0.092
C -3.302076 0.862472 0.373448 0.156 -0.551 -0.537
C -2.414683 1.922155 -0.253786 -0.811 0.600 -0.453
C -1.406981 -0.545320 1.052807 -0.627 -1.425 0.677
C -1.242385 0.044881 2.464767 0.783 0.466 -0.611
H -5.789951 -2.203514 1.040589 0.310 -0.314 -0.222
H -5.307205 -1.612062 -0.596546 0.258 -0.430 -0.027
H -5.731125 -0.542822 0.675263 -0.009 0.185 0.036
H -3.915157 -1.203737 2.094886 0.490 0.145 0.198
H -3.457574 -2.454725 0.928668 0.759 0.097 0.286
H -4.195287 0.737366 -0.238616 -0.125 0.648 0.069
H -3.616085 1.201389 1.360684 0.021 -0.236 0.315
H -1.426815 2.172102 0.133177 -0.017 -0.648 0.300
H -2.374630 1.779195 -1.333631 0.293 -0.112 -0.120
H -2.995969 2.834669 -0.121433 0.046 0.243 -0.123
H -0.675190 -0.213888 0.316107 -0.037 0.473 0.421
H -1.172788 -1.593454 1.239011 -0.095 -0.397 -0.458
H -0.267769 -0.243059 2.858870 0.151 -0.420 -0.218
H -1.946326 -0.359994 3.191847 -0.274 0.425 -0.207
H -1.134787 1.129147 2.435031 -0.778 0.151 0.277
C 2.198285 2.298596 1.300160 0.588 -0.650 0.326
C 3.257646 2.836953 0.366425 2.315 -1.456 -0.229
O 4.093498 2.056839 -0.150447 -2.005 0.553 0.346
C 3.559116 4.285504 0.249608 -0.508 0.142 -0.084
H 2.599250 1.319588 1.562588 -0.534 -0.358 -0.157
H 1.188401 2.222696 0.897073 0.144 0.006 -0.264
H 2.122762 2.791262 2.269529 0.140 0.669 -0.254
H 4.118375 4.495155 -0.662187 -0.236 0.036 0.012
H 4.233774 4.501029 1.078148 -0.082 0.173 0.204
H 2.644280 4.867646 0.360459 0.211 0.299 -0.054